Entry 1:
{"formula": "C18H29BrN7O11PS", "method": "ωB97M-V with the def2-TZVPD basis set", "lumo_energy_ev": -1.029, "e_homo_ev": -8.678, "multiplicity": 1, "smiles": "CCOCc1nc2c(Br)cc([PH2]=S)c(O)c2nc1N(C)C(C)=O.C[N+](=O)[O-].C[N+](=O)[O-].C[N+](=O)[O-].C[N+](=O)[O-]", "total_energy_ev": -142243.697, "max_force_ev_per_a": 2.14, "orbital_gap_ha": 0.2811, "species": ["C", "C", "O", "C", "C", "N", "C", "C", "Br", "C", "C", "P", "S", "C", "O", "C", "N", "C", "N", "C", "C", "C", "O", "H", "H", "H", "H", "H", "H", "H", "H", "H", "H", "H", "H", "H", "H", "H", "H", "H", "C", "N", "O", "O", "H", "H", "H", "C", "N", "O", "O", "H", "H", "H", "C", "N", "O", "O", "H", "H", "H", "C", "N", "O", "O", "H", "H", "H"], "coordinates": [[2.970, 1.433, 1.641], [2.132, 0.173, 1.998], [2.244, -0.909, 1.077], [1.980, -0.543, -0.260], [0.702, 0.300, -0.447], [0.836, 1.495, -0.977], [-0.331, 2.197, -1.077], [-0.281, 3.527, -1.618], [1.421, 4.211, -2.177], [-1.386, 4.315, -1.722], [-2.640, 3.777, -1.258], [-4.098, 4.878, -1.373], [-4.536, 5.177, -3.246], [-2.716, 2.502, -0.762], [-3.951, 2.049, -0.373], [-1.552, 1.659, -0.647], [-1.732, 0.406, -0.133], [-0.583, -0.224, -0.053], [-0.575, -1.556, 0.505], [-1.246, -1.568, 1.833], [-1.175, -2.521, -0.407], [-2.672, -2.562, -0.753], [-0.447, -3.356, -0.893], [2.281, 2.146, 1.148], [3.263, 1.915, 2.584], [3.806, 1.236, 0.960], [1.077, 0.427, 2.229], [2.540, -0.209, 2.952], [1.797, -1.480, -0.819], [2.816, -0.016, -0.748], [-1.276, 5.321, -2.128], [-5.131, 4.244, -0.653], [-3.821, 6.114, -0.731], [-4.076, 1.174, -0.770], [-0.807, -0.765, 2.438], [-1.041, -2.529, 2.336], [-2.338, -1.469, 1.715], [-2.811, -2.536, -1.840], [-3.194, -1.714, -0.283], [-3.069, -3.482, -0.305], [1.286, -4.372, 1.278], [2.332, -4.254, 2.329], [3.436, -4.689, 2.078], [2.003, -3.725, 3.372], [1.716, -4.859, 0.411], [0.473, -4.965, 1.692], [0.956, -3.367, 1.033], [2.657, 3.550, -5.715], [2.772, 4.319, -6.985], [3.841, 4.839, -7.231], [1.784, 4.370, -7.685], [3.609, 3.590, -5.197], [1.873, 4.013, -5.121], [2.400, 2.527, -5.974], [-3.950, -7.434, -1.314], [-3.774, -5.999, -0.963], [-3.885, -5.184, -1.854], [-3.531, -5.745, 0.200], [-4.160, -7.508, -2.375], [-3.025, -7.947, -1.065], [-4.780, -7.815, -0.726], [3.510, 2.557, 6.756], [3.185, 2.398, 5.313], [2.034, 2.147, 5.019], [4.100, 2.531, 4.527], [2.603, 2.411, 7.333], [4.255, 1.807, 7.007], [3.901, 3.561, 6.894]], "forces_ev_per_angstrom": [[-1.572, 0.285, 0.007], [1.158, 0.152, 0.932], [-0.229, 0.431, -0.219], [-0.871, -0.325, -0.563], [0.613, 0.072, -0.035], [-0.949, -0.702, 0.466], [0.650, 0.394, -0.328], [0.342, -0.067, -0.052], [-0.519, -0.160, 0.185], [-0.127, -0.623, 0.510], [0.536, 1.015, 0.382], [-0.148, -0.324, -1.311], [-0.090, 0.083, 0.044], [-0.271, 0.142, -0.138], [0.351, -0.308, -0.256], [-1.520, 1.003, -0.253], [1.945, 0.671, -0.575], [-0.226, -1.090, 0.465], [-0.707, 0.382, 0.189], [-0.052, -0.464, -0.215], [0.186, -1.025, -0.896], [0.370, 0.893, 1.132], [-0.319, 0.518, 0.108], [0.573, -0.151, -0.059], [0.243, -0.285, -0.612], [-0.096, -0.073, 0.455], [0.341, -0.003, -0.427], [-0.254, -0.176, -0.470], [0.273, 0.239, 0.325], [-0.264, 0.029, 0.303], [-0.340, -0.276, 0.106], [0.408, 0.256, 0.280], [0.141, -0.620, 0.352], [-0.003, 0.011, 0.403], [-0.350, -0.233, -0.156], [0.035, 0.375, -0.245], [0.338, 0.256, 0.335], [0.103, -0.236, 0.385], [0.098, -0.241, -0.320], [0.095, 0.236, -0.432], [0.062, -0.023, -0.106], [-0.066, -0.059, -0.128], [0.017, 0.061, 0.123], [0.049, -0.013, 0.013], [0.048, 0.033, 0.054], [-0.013, 0.095, 0.050], [0.046, 0.010, 0.093], [0.119, -0.032, 0.175], [0.082, -0.027, 0.051], [-0.057, 0.019, -0.055], [0.033, 0.013, -0.008], [0.001, 0.052, -0.084], [-0.056, -0.095, -0.100], [-0.123, 0.061, -0.008], [-0.029, -0.142, -0.193], [-0.007, -0.125, -0.161], [-0.076, -0.090, 0.076], [-0.022, 0.045, -0.027], [0.016, 0.098, 0.030], [-0.057, 0.013, 0.116], [0.099, 0.002, 0.089], [-0.119, -0.015, 0.220], [-0.027, -0.003, 0.117], [0.047, -0.001, -0.092], [-0.019, 0.046, 0.169], [-0.015, -0.012, -0.099], [0.071, 0.091, -0.062], [0.106, -0.064, -0.052]]}

***

Entry 2:
{"formula": "C5H9N", "method": "ωB97M-V with the def2-TZVPD basis set", "lumo_energy_ev": [0.832, 0.861], "e_homo_ev": [-6.977, -7.027], "multiplicity": 1, "relative_energy_kcal_mol": 89.4, "total_energy_ev": -6817.118, "max_force_ev_per_a": 0.66, "orbital_gap_ha": [0.2870, 0.2899], "species": ["C", "C", "C", "N", "C", "C", "H", "H", "H", "H", "H", "H", "H", "H", "H"], "coordinates": [[1.575, -0.666, 0.220], [1.274, -0.226, -1.187], [0.634, 0.481, -0.024], [-0.795, 0.317, 0.237], [-1.443, 1.240, 0.962], [-1.486, -0.794, -0.131], [1.142, -1.628, 0.512], [2.524, -0.411, 0.689], [1.996, 0.341, -1.773], [0.660, -0.910, -1.774], [0.990, 1.490, 0.212], [-0.997, 1.703, 1.842], [-2.507, 1.334, 0.772], [-1.507, -1.197, -1.146], [-2.153, -1.186, 0.628]], "forces_ev_per_angstrom": [[0.121, -0.034, 0.124], [-0.052, 0.014, -0.147], [-0.032, -0.040, -0.056], [-0.097, -0.009, 0.023], [-0.178, -0.295, 0.183], [-0.111, 0.035, 0.019], [0.044, 0.467, -0.028], [-0.169, -0.126, -0.228], [-0.092, -0.161, 0.215], [0.136, 0.268, 0.225], [-0.305, -0.467, -0.134], [0.216, 0.061, -0.458], [0.220, -0.178, 0.244], [0.484, 0.194, 0.407], [-0.184, 0.270, -0.389]]}

***

Entry 3:
{"formula": "C39H43AlN5OPS", "method": "ωB97M-V with the def2-TZVPD basis set", "lumo_energy_ev": -5.614, "e_homo_ev": -12.944, "multiplicity": 1, "relative_energy_kcal_mol": 22.4, "total_energy_ev": -77351.969, "max_force_ev_per_a": 0.50, "charge": 2, "orbital_gap_ha": 0.2694, "species": ["Al", "C", "N", "C", "C", "C", "C", "C", "N", "C", "C", "C", "C", "C", "C", "H", "H", "H", "H", "H", "H", "H", "H", "H", "H", "H", "C", "C", "C", "C", "C", "O", "C", "N", "C", "C", "C", "C", "C", "C", "P", "C", "C", "C", "C", "C", "C", "C", "C", "C", "C", "C", "C", "H", "H", "H", "H", "H", "H", "H", "H", "H", "H", "H", "H", "H", "H", "H", "H", "H", "H", "H", "H", "H", "H", "H", "H", "C", "N", "C", "S", "N", "C", "H", "H", "H", "H", "H", "H", "H", "H"], "coordinates": [[0.161, -0.334, -0.746], [-2.444, -1.782, -1.746], [-0.978, -1.679, -1.529], [-0.222, -2.616, -2.042], [1.170, -2.502, -1.889], [2.249, -3.284, -2.263], [3.397, -2.609, -1.821], [2.973, -1.446, -1.200], [1.619, -1.353, -1.235], [-2.808, -1.904, -3.200], [-3.206, -3.120, -3.739], [-3.521, -3.222, -5.089], [-3.439, -2.105, -5.906], [-3.046, -0.882, -5.374], [-2.735, -0.786, -4.028], [-2.905, -0.895, -1.324], [-2.823, -2.634, -1.179], [-0.659, -3.449, -2.586], [2.201, -4.227, -2.782], [4.420, -2.923, -1.941], [3.564, -0.679, -0.729], [-3.288, -3.992, -3.100], [-3.836, -4.171, -5.499], [-3.691, -2.183, -6.955], [-2.993, -0.009, -6.010], [-2.443, 0.174, -3.609], [2.367, 1.911, -1.289], [1.466, 2.791, -2.144], [2.223, 3.365, -3.340], [0.243, 2.038, -2.658], [-0.855, 2.982, -3.170], [-1.987, 2.738, -2.283], [-1.657, 1.785, -1.442], [-0.469, 1.290, -1.581], [-2.696, 1.387, -0.472], [-4.011, 1.648, -0.848], [-5.062, 1.259, -0.034], [-4.795, 0.616, 1.161], [-3.482, 0.372, 1.553], [-2.410, 0.754, 0.758], [-0.679, 0.484, 1.351], [-0.227, 2.110, 2.029], [0.628, 2.206, 3.127], [0.964, 3.450, 3.639], [0.466, 4.605, 3.055], [-0.385, 4.517, 1.963], [-0.736, 3.277, 1.455], [-0.799, -0.740, 2.665], [-1.130, -0.393, 3.971], [-1.243, -1.381, 4.940], [-1.040, -2.712, 4.605], [-0.716, -3.065, 3.299], [-0.584, -2.079, 2.334], [3.216, 2.482, -0.913], [2.766, 1.073, -1.867], [1.863, 1.530, -0.390], [1.098, 3.619, -1.526], [2.570, 2.561, -3.994], [3.096, 3.926, -3.009], [1.609, 4.042, -3.936], [0.541, 1.318, -3.424], [-1.184, 2.793, -4.189], [-0.592, 4.030, -3.056], [-4.209, 2.140, -1.790], [-6.081, 1.459, -0.335], [-5.607, 0.304, 1.804], [-3.303, -0.125, 2.497], [1.041, 1.314, 3.575], [1.621, 3.512, 4.495], [0.734, 5.574, 3.455], [-0.794, 5.413, 1.517], [-1.440, 3.244, 0.636], [-1.305, 0.642, 4.236], [-1.499, -1.109, 5.955], [-1.138, -3.479, 5.363], [-0.561, -4.103, 3.038], [-0.299, -2.362, 1.325], [5.703, -0.298, 2.159], [4.768, -1.160, 2.870], [3.436, -1.078, 2.826], [2.601, -0.020, 1.782], [2.749, -1.882, 3.653], [3.338, -2.839, 4.573], [6.403, 0.137, 2.870], [5.148, 0.497, 1.672], [6.258, -0.866, 1.414], [5.170, -1.776, 3.558], [1.746, -1.830, 3.578], [3.927, -2.343, 5.348], [3.965, -3.564, 4.048], [2.534, -3.382, 5.062]], "forces_ev_per_angstrom": [[-0.202, 0.181, 0.096], [0.019, -0.022, 0.103], [-0.066, 0.005, 0.075], [0.129, -0.056, 0.036], [-0.185, 0.091, -0.055], [0.147, -0.036, 0.048], [-0.080, -0.015, -0.018], [-0.027, 0.016, -0.069], [0.050, 0.008, -0.067], [-0.013, 0.016, -0.049], [-0.011, 0.003, -0.022], [0.011, 0.025, 0.010], [-0.010, -0.001, 0.005], [0.014, -0.030, 0.034], [0.016, 0.015, -0.006], [0.005, 0.009, 0.045], [0.020, -0.035, -0.025], [-0.014, 0.013, 0.002], [0.005, 0.002, -0.016], [0.008, -0.009, 0.005], [0.007, -0.046, 0.020], [-0.004, -0.001, 0.004], [-0.004, -0.003, -0.001], [0.009, -0.001, -0.006], [-0.010, 0.004, -0.003], [-0.007, -0.012, -0.016], [0.039, 0.037, -0.088], [0.067, 0.047, 0.059], [0.014, -0.002, 0.028], [-0.142, -0.056, 0.022], [-0.058, 0.015, -0.027], [0.161, -0.014, 0.030], [-0.307, 0.071, 0.087], [0.440, -0.207, -0.102], [0.166, 0.016, -0.044], [-0.019, -0.047, 0.012], [-0.006, -0.010, 0.033], [-0.026, -0.015, -0.009], [0.055, -0.010, 0.008], [0.065, 0.055, -0.045], [-0.318, -0.066, -0.057], [0.092, -0.035, -0.025], [0.006, -0.025, 0.018], [-0.011, -0.009, -0.032], [0.007, 0.002, -0.006], [0.015, 0.002, 0.026], [-0.031, -0.008, -0.009], [0.023, -0.001, -0.076], [-0.060, 0.021, 0.072], [-0.006, 0.016, -0.002], [0.004, -0.027, -0.021], [0.010, 0.022, 0.056], [0.003, 0.011, -0.070], [-0.002, 0.007, -0.011], [-0.060, 0.081, 0.011], [-0.001, 0.031, -0.024], [-0.005, -0.015, 0.053], [0.014, 0.004, 0.000], [0.002, 0.011, 0.014], [-0.005, -0.022, 0.011], [0.047, -0.004, -0.017], [-0.030, -0.051, 0.017], [0.016, 0.020, -0.033], [-0.003, 0.010, -0.003], [-0.001, -0.006, 0.000], [0.001, -0.004, 0.003], [0.011, 0.009, 0.010], [-0.007, 0.023, -0.015], [0.004, -0.001, 0.006], [-0.002, 0.000, 0.008], [0.006, 0.002, -0.005], [-0.007, -0.016, -0.008], [0.010, 0.000, 0.002], [0.002, 0.001, 0.005], [-0.003, -0.006, -0.001], [0.007, 0.002, -0.002], [-0.008, 0.023, 0.012], [-0.050, -0.019, -0.009], [-0.027, 0.122, 0.093], [-0.101, -0.086, -0.085], [0.147, 0.024, 0.066], [-0.062, -0.032, -0.001], [-0.026, 0.043, -0.016], [0.016, 0.008, -0.007], [0.015, -0.017, 0.015], [-0.002, -0.013, -0.018], [0.017, -0.029, -0.013], [0.083, 0.004, -0.021], [0.008, 0.004, -0.002], [-0.002, -0.017, 0.000], [0.005, -0.001, 0.000]]}

***

Entry 4:
{"formula": "C15H12Br2NO4", "method": "ωB97M-V with the def2-TZVPD basis set", "lumo_energy_ev": 2.065, "e_homo_ev": -3.704, "multiplicity": 1, "smiles": "COc1ccc([C@@H](C[N+](=O)[O-])c2cc(Br)c([O-])c(Br)c2)cc1", "total_energy_ev": -165511.987, "max_force_ev_per_a": 3.19, "charge": -1, "orbital_gap_ha": 0.2120, "species": ["C", "O", "C", "C", "C", "C", "C", "C", "N", "O", "O", "C", "C", "C", "Br", "C", "O", "C", "Br", "C", "C", "C", "H", "H", "H", "H", "H", "H", "H", "H", "H", "H", "H", "H"], "coordinates": [[2.714, -2.262, 4.072], [2.863, -2.382, 2.656], [2.062, -1.684, 1.814], [1.232, -0.597, 2.216], [0.563, 0.063, 1.188], [0.733, -0.204, -0.185], [0.078, 0.743, -1.291], [0.205, 0.294, -2.725], [1.635, 0.327, -3.354], [2.045, 1.374, -3.910], [2.281, -0.756, -3.358], [-1.402, 1.003, -0.861], [-2.087, 1.825, -1.775], [-3.388, 2.252, -1.612], [-4.194, 3.532, -2.673], [-4.110, 1.939, -0.366], [-5.220, 2.433, -0.129], [-3.470, 0.947, 0.485], [-4.486, 0.455, 2.046], [-2.207, 0.434, 0.187], [1.580, -1.262, -0.503], [2.318, -1.943, 0.442], [3.289, -3.017, 4.606], [3.073, -1.294, 4.430], [1.677, -2.371, 4.395], [1.140, -0.276, 3.277], [-0.111, 0.839, 1.523], [0.567, 1.759, -1.405], [-0.296, -0.675, -2.682], [-0.383, 0.996, -3.338], [-1.488, 2.141, -2.616], [-1.922, -0.386, 0.853], [1.662, -1.561, -1.529], [3.050, -2.687, 0.122]], "forces_ev_per_angstrom": [[-0.360, 0.554, -0.164], [0.369, -0.879, 1.205], [0.747, 1.365, -0.404], [0.588, -1.404, -0.614], [0.028, 0.676, 0.014], [-0.072, 1.022, -0.195], [0.575, 0.586, 2.494], [-0.813, -0.174, -0.345], [1.122, -1.004, -1.005], [-1.286, -2.362, 1.723], [-1.368, 2.724, -0.177], [-0.924, -0.727, -1.027], [-0.131, 0.344, 0.490], [0.895, -0.967, 2.011], [-0.241, 0.491, -0.811], [-0.371, -0.197, -0.569], [-0.242, 0.174, 0.298], [0.608, 0.395, -1.272], [0.548, -0.105, -0.519], [0.017, 0.322, 0.379], [-0.229, 0.255, -0.275], [-0.898, -0.090, 1.160], [0.173, -0.218, -0.578], [-0.019, 0.136, -0.135], [-0.126, 0.007, -0.201], [-0.076, -0.422, -1.014], [0.072, 0.279, -0.312], [-0.128, -0.813, 1.305], [0.834, -0.467, -1.141], [0.604, -0.577, 0.069], [-0.388, 0.573, -0.199], [0.498, 0.385, -0.369], [0.324, 0.028, -0.209], [-0.331, 0.091, 0.385]]}